Record 1
Entry from the OMol25 dataset: a cluster of 11 separate species, C24H69BF5IN3O15P2 in total (ωB97M-V/def2-TZVPD).

Structure (XYZ):
```
120
Properties=species:S:1:pos:R:3:mulliken_charge:R:1
C 4.708 1.197 2.298 -1.699
C 3.728 1.737 1.237 -0.153
B 3.762 0.902 -0.084 0.618
O 4.908 0.919 -0.813 -1.089
C 2.608 -0.092 -0.659 0.532
C 3.314 -1.394 -1.018 -1.798
C 4.189 -1.896 0.107 0.386
C 4.635 -3.352 -0.160 -1.784
O 3.472 -1.823 1.349 -0.464
N 1.571 -0.290 0.391 1.123
C 0.199 -0.750 -0.028 2.398
C -0.606 -0.775 1.334 -2.270
I -2.124 -2.336 1.597 0.218
C -1.098 0.529 1.927 -0.074
C -1.216 0.404 3.462 -1.710
P 0.046 -2.629 -0.530 -0.221
N 1.236 -3.490 0.316 -0.426
O 0.508 -2.775 -2.108 -0.594
C -0.309 -0.029 -1.279 -2.043
C -1.133 1.288 -1.172 0.512
F -1.133 1.812 -2.435 -0.342
F -0.572 2.213 -0.371 -0.371
C -2.675 1.114 -0.879 0.519
F -2.957 -0.113 -0.411 -0.169
F -3.062 2.057 0.022 -0.249
F -3.402 1.297 -2.014 -0.279
O 0.690 0.192 -2.251 -0.308
C 2.001 0.594 -1.895 -1.288
P 2.404 2.449 -1.863 0.146
N 1.102 3.190 -2.643 -0.459
O 3.619 2.554 -2.982 -0.590
H 5.655 0.925 1.853 0.283
H 4.297 0.368 2.856 0.357
H 4.895 1.988 3.015 0.421
H 4.072 2.722 0.942 0.495
H 2.761 1.880 1.721 0.366
H 5.396 1.722 -0.581 0.140
H 3.962 -1.200 -1.861 0.807
H 2.653 -2.184 -1.347 0.469
H 5.114 -1.345 0.204 0.410
H 4.478 -3.609 -1.200 0.351
H 4.103 -4.050 0.473 0.546
H 5.702 -3.440 -0.009 0.378
H 3.892 -2.451 1.941 0.151
H 1.974 -0.888 1.123 0.965
H 1.435 0.624 0.836 0.262
H 0.124 -1.138 2.051 1.245
H -0.364 1.307 1.744 0.330
H -2.076 0.821 1.594 0.266
H -0.491 -0.276 3.890 0.248
H -2.200 0.017 3.681 0.341
H -1.123 1.370 3.940 0.574
H 1.587 -3.063 1.160 0.318
H 1.987 -3.836 -0.263 0.343
H -0.184 -3.308 -2.496 0.388
H -1.005 -0.716 -1.754 0.740
H 2.616 0.228 -2.714 0.839
H 1.397 4.060 -3.063 0.384
H 0.769 2.621 -3.417 0.170
H 3.802 1.721 -3.423 0.359
C 5.883 -4.477 3.502 -0.495
O 4.763 -3.732 4.000 -0.453
H 5.815 -4.504 2.418 0.145
H 6.822 -3.997 3.787 0.279
H 5.864 -5.498 3.887 0.292
H 4.839 -3.711 4.956 0.273
C -1.605 -0.885 -5.462 -0.583
O -0.401 -0.270 -5.001 -0.543
H -1.340 -1.621 -6.216 0.287
H -2.123 -1.387 -4.639 0.243
H -2.267 -0.139 -5.909 0.274
H -0.640 0.380 -4.337 0.214
C -1.313 -0.182 7.026 -0.494
O -1.421 -1.361 6.225 -0.482
H -0.643 0.505 6.517 0.170
H -2.287 0.298 7.138 0.165
H -0.905 -0.414 8.012 0.360
H -2.010 -1.972 6.674 0.292
C -2.006 -1.242 -9.240 -0.384
O -0.651 -1.487 -8.855 -0.522
H -2.454 -2.184 -9.542 0.189
H -2.574 -0.831 -8.401 0.172
H -2.045 -0.547 -10.079 0.254
H -0.272 -0.646 -8.593 0.292
C -4.685 -3.425 4.426 -0.428
O -3.328 -3.772 4.712 -0.454
H -5.218 -4.344 4.198 0.265
H -5.151 -2.939 5.285 0.189
H -4.739 -2.756 3.561 0.164
H -2.856 -2.958 4.905 0.247
C -3.123 3.359 5.901 -0.525
O -1.762 3.128 6.262 -0.457
H -3.589 2.388 5.751 0.137
H -3.657 3.888 6.694 0.325
H -3.196 3.933 4.974 0.276
H -1.346 3.982 6.396 0.270
C -5.270 4.921 -0.918 -0.512
O -4.470 5.334 0.188 -0.517
H -6.171 5.528 -0.922 0.269
H -4.740 5.070 -1.862 0.238
H -5.553 3.869 -0.822 0.221
H -3.676 4.799 0.190 0.305
C -7.790 -0.711 6.145 -0.550
O -6.429 -1.014 6.453 -0.439
H -8.290 -1.648 5.919 0.215
H -8.290 -0.240 6.994 0.267
H -7.860 -0.053 5.275 0.270
H -5.986 -0.189 6.655 0.256
C 6.757 4.528 -0.230 -0.672
O 5.996 3.655 0.618 -0.387
H 6.185 4.675 -1.142 0.240
H 6.915 5.494 0.250 0.290
H 7.722 4.084 -0.481 0.291
H 6.495 3.523 1.428 0.242
C -3.827 -1.279 -12.493 -0.595
O -4.321 -0.429 -11.459 -0.500
H -3.830 -2.295 -12.109 0.224
H -4.466 -1.234 -13.378 0.302
H -2.805 -1.010 -12.772 0.278
H -4.322 0.468 -11.797 0.294
```

Results
molecular weight	934.5	g mol⁻¹
gap between HOMO and LUMO	8.3758	eV
lowest unoccupied orbital energy	-1.92	eV
net charge	+1



Record 2
Entry from the OMol25 dataset: a structure of composition C42H42ClO8P2S3W (ωB97M-V/def2-TZVPD).

Structure (XYZ):
```
99
Properties=species:S:1:pos:R:3:mulliken_spin:R:1
W -0.856 0.053 1.295 0.055
O -4.682 0.014 1.438 0.001
C -3.668 -0.605 1.422 0.005
O -2.620 -0.354 0.572 -0.012
C -3.376 -1.818 2.279 -0.001
C -2.544 -2.817 1.451 -0.006
C -2.595 -4.197 2.067 0.001
C -1.801 -3.979 3.378 -0.003
C -1.283 -2.562 3.208 -0.003
O -1.160 -2.377 1.743 0.001
C -2.372 -1.505 3.465 0.005
C -1.667 -0.183 3.209 0.003
O -2.175 0.912 2.782 0.022
O -0.319 -0.200 3.169 0.009
H -4.317 -2.227 2.628 0.000
H -2.732 -2.783 0.390 0.001
H -3.621 -4.522 2.226 0.000
H -2.102 -4.920 1.418 0.000
H -2.424 -4.059 4.269 0.000
H -0.976 -4.679 3.479 -0.001
H -0.340 -2.367 3.680 0.008
H -2.836 -1.552 4.446 0.000
C 6.285 0.089 4.892 -0.001
C 5.371 -1.113 4.787 0.004
O 5.118 -1.512 3.389 0.008
P 4.468 -0.536 2.313 0.024
S 1.565 -0.247 0.955 0.382
S 2.327 -1.300 2.440 0.468
O 4.836 -1.301 0.955 -0.001
C 6.074 -0.920 0.274 0.004
C 5.931 -1.221 -1.188 0.000
H 6.533 0.266 5.939 0.000
H 5.813 0.991 4.496 0.000
H 7.212 -0.091 4.344 0.000
H 4.418 -0.936 5.284 -0.001
H 5.828 -1.986 5.235 0.000
H 6.890 -1.487 0.717 0.000
H 6.265 0.145 0.433 -0.002
H 5.712 -2.282 -1.337 0.000
H 6.864 -0.984 -1.705 0.000
H 5.126 -0.624 -1.619 0.000
Cl 0.403 2.492 2.610 0.019
C -0.824 3.693 2.286 -0.001
C -1.045 4.721 3.174 0.001
C -2.007 5.669 2.844 0.000
C -2.715 5.575 1.654 0.000
C -2.470 4.527 0.773 0.000
C -1.517 3.570 1.090 0.001
P -1.039 2.212 0.004 -0.018
C 0.538 2.790 -0.694 0.003
C 1.002 4.084 -0.475 -0.002
C 2.221 4.485 -1.008 -0.001
C 2.975 3.608 -1.775 -0.001
C 2.507 2.322 -2.017 -0.001
C 1.299 1.915 -1.469 0.009
C -2.224 2.230 -1.357 0.000
C -3.558 1.897 -1.108 0.000
C -4.485 1.957 -2.138 0.000
C -4.092 2.355 -3.412 0.000
C -2.768 2.693 -3.659 0.000
C -1.829 2.628 -2.635 0.000
H -0.479 4.792 4.095 0.000
H -2.193 6.492 3.524 0.000
H -3.458 6.323 1.405 0.000
H -3.013 4.462 -0.162 0.000
H 0.416 4.789 0.104 0.000
H 2.580 5.491 -0.821 0.000
H 3.925 3.928 -2.189 0.000
H 3.082 1.634 -2.631 0.000
H 0.932 0.924 -1.665 0.007
H -3.882 1.606 -0.120 0.000
H -5.521 1.702 -1.941 0.000
H -4.823 2.413 -4.211 0.000
H -2.464 3.023 -4.647 0.000
H -0.797 2.896 -2.830 0.000
O -0.641 -0.690 -0.698 0.013
S -0.022 -1.969 -1.306 -0.006
C -1.455 -2.852 -1.870 0.002
C -1.287 -4.189 -2.198 -0.002
C -2.383 -4.898 -2.666 0.000
C -3.617 -4.271 -2.788 0.000
C -3.766 -2.931 -2.444 0.001
C -2.679 -2.202 -1.981 0.007
C 0.630 -1.434 -2.855 0.004
C 1.856 -1.951 -3.237 -0.006
C 2.381 -1.577 -4.470 0.002
C 1.679 -0.696 -5.280 0.000
C 0.449 -0.178 -4.869 0.001
C -0.090 -0.549 -3.652 -0.002
H -0.316 -4.671 -2.100 0.000
H -2.271 -5.941 -2.939 0.000
H -4.469 -4.831 -3.155 0.000
H -4.730 -2.446 -2.540 0.000
H -2.781 -1.161 -1.701 0.002
H 2.390 -2.642 -2.591 -0.001
H 3.335 -1.979 -4.793 0.000
H 2.084 -0.416 -6.246 0.000
H -0.094 0.510 -5.508 0.000
H -1.049 -0.156 -3.327 0.000
```

Results
molecular weight	1052.2	g mol⁻¹
2S+1	2
gap between HOMO and LUMO (spin up / spin down)	7.7512 / 5.9278	eV
expectation value of S²	0.76
lowest unoccupied orbital energy (spin up / spin down)	-5.79 / -7.63	eV
net charge	+2



- Number 1 is which compound?
  C24H69BF5IN3O15P2



- The lowest molecular weight belongs to which entry?
  C24H69BF5IN3O15P2